(one)
The following is a DFT calculation (the ωB97M-V functional and the def2-TZVPD basis) of a 2-piece molecular cluster, C2H5ClS overall.

```
! wB97M-V def2-TZVPD RIJCOSX def2/J DEFGRID3
* xyz 0 1
C 2.41250 -0.28426 -0.06211
C 2.98004 0.91231 -0.04033
H -3.07326 1.29023 0.61099
H -1.74437 -0.05101 0.14810
H 2.95988 -1.21337 -0.16527
H 2.40373 1.82329 0.06169
H 4.05572 0.99494 -0.12798
S -3.05369 0.14183 -0.07584
Cl 0.70012 -0.52245 0.07650
*
```

The molar mass comes out at 96.58 g/mol. As for the HOMO energy: -9.6 eV.

=====

(two)
The following is a DFT calculation (the ωB97M-V functional and the def2-TZVPD basis) of a 2-piece molecular cluster, C2H5ClS overall.

```
! wB97M-V def2-TZVPD RIJCOSX def2/J DEFGRID3
* xyz 0 1
C 0.76807 0.38653 -0.26416
C -0.61229 -0.18325 -0.53278
S -1.89454 0.83532 0.18881
Cl -0.05158 -1.18274 2.89273
H 0.95010 0.41215 0.80797
H 1.52659 -0.24054 -0.73129
H 0.85276 1.39760 -0.66158
H -0.71031 -1.18071 -0.09590
H -0.82878 -0.24436 -1.60380
*
```

The molar mass comes out at 96.58 g/mol. As for the HOMO energy (alpha / beta): -9.4 / -9.0 eV.

=====

Relative energies, kcal/mol: (one) 0.0; (two) 47.2.

=====

(one)
The following is a DFT calculation (the ωB97M-V functional and the def2-TZVPD basis) of C2H6N4 in the gas phase.

```
! wB97M-V def2-TZVPD RIJCOSX def2/J DEFGRID3
* xyz 0 1
C 0.53134 0.97451 -0.37491
C 1.09537 -0.38228 -0.01949
N -1.49337 0.35001 0.75182
N -1.13520 0.73048 -0.58343
N -1.25115 -0.63254 -0.31164
N -0.08923 -1.29802 -0.30971
H 0.70821 1.79307 0.46022
H 0.98519 1.17420 -1.37992
H 1.99269 -0.78933 -0.56933
H 1.32672 -0.35390 1.12910
H -2.42442 0.61121 1.09978
H -0.24615 -2.17742 0.10752
*
```

The molar mass comes out at 86.10 g/mol. As for the HOMO energy: -8.7 eV.

=====

(two)
The following is a DFT calculation (the ωB97M-V functional and the def2-TZVPD basis) of C2H6N4 in the gas phase.

```
! wB97M-V def2-TZVPD RIJCOSX def2/J DEFGRID3
* xyz 0 1
C 0.55055 1.67617 -0.05482
C 0.02930 0.42763 0.59748
N -1.09992 -1.34422 0.18782
N 0.14887 -1.79353 -0.30245
N -1.09721 -0.03008 0.12590
N 1.12894 -1.09680 -0.04888
H 0.42439 2.52881 0.61050
H 1.59395 1.83699 -0.43449
H -0.11518 1.80147 -0.88898
H 0.35523 0.32014 1.64469
H -1.82555 -1.64606 -0.47490
H -0.09337 -2.68053 -0.96187
*
```

The molar mass comes out at 86.10 g/mol. As for the HOMO energy (alpha / beta): -7.5 / -7.5 eV.

=====

(three)
The following is a DFT calculation (the ωB97M-V functional and the def2-TZVPD basis) of a 2-piece molecular cluster, C2H6N4 overall.

```
! wB97M-V def2-TZVPD RIJCOSX def2/J DEFGRID3
* xyz 0 1
C 2.35328 -0.09051 -0.80362
C -0.97375 -0.09540 0.87226
N 2.82550 -1.18882 -0.65019
N -2.91770 0.95433 0.18685
N 1.80854 0.94123 -1.00159
N -1.79610 1.03152 0.56521
H -0.03740 0.18271 1.28220
H -1.51434 -0.79919 1.51167
H -0.74925 -0.66298 -0.08258
H 3.00973 -1.84246 -1.38990
H -3.22708 -0.08047 0.15850
H 1.21856 1.65002 -0.64880
*
```

The molar mass comes out at 86.10 g/mol. As for the HOMO energy: -9.1 eV.

=====

(four)
The following is a DFT calculation (the ωB97M-V functional and the def2-TZVPD basis) of C2H6N4 in the gas phase.

```
! wB97M-V def2-TZVPD RIJCOSX def2/J DEFGRID3
* xyz 0 1
C 1.94346 0.19247 -0.15411
C 0.52820 0.05562 0.02827
N 3.06307 0.15611 -0.34954
N -0.08493 0.21532 -1.29455
N 0.26469 -1.35493 0.49834
N 0.01432 1.05760 0.96678
H 0.02868 -0.72984 -1.67058
H -1.10376 0.18389 -0.98871
H 0.33788 -1.46513 1.48909
H -0.61938 -1.70132 0.14022
H -0.59627 1.80019 0.40766
H 0.76432 1.76070 1.32292
*
```

The molar mass comes out at 86.10 g/mol. As for the HOMO energy: -10.2 eV.

=====

Relative energies, kcal/mol: (one) 99.6; (two) 105.0; (three) 42.0; (four) 0.0.

=====

(one)
The following is a DFT calculation (the ωB97M-V functional and the def2-TZVPD basis) of C7H17NO2 in the gas phase.

```
! wB97M-V def2-TZVPD RIJCOSX def2/J DEFGRID3
* xyz 0 1
O -1.84763 -1.45189 -0.82351
O 1.24567 1.77881 0.03660
N 0.55660 -0.34945 -0.24202
C 1.99352 -0.68346 -0.50231
C 0.09654 -0.57949 2.28133
C -1.10064 1.71338 -0.09954
C 0.17968 0.99796 -2.20174
C -1.60315 -1.38362 0.55814
C -0.16023 -1.13894 0.86644
C 0.20577 1.04444 -0.66714
H -0.99661 -1.29443 -1.26875
H 1.45721 1.18275 0.76911
H 2.62358 -0.00718 -1.07496
H 2.04349 -1.59485 -1.13865
H 2.56715 -0.77817 0.48322
H -0.45027 0.40487 2.38911
H -0.29468 -1.34190 3.12676
H 1.18848 -0.36584 2.35932
H -1.98935 1.17024 -0.45487
H -1.21918 2.76822 -0.46077
H -1.15400 1.76456 1.01440
H -0.73456 0.49842 -2.60548
H 1.06727 0.58049 -2.59860
H 0.13622 2.06291 -2.59698
H -1.85629 -2.30870 1.00437
H -2.26960 -0.55252 0.90686
H 0.31498 -2.13662 0.93970
*
```

The molar mass comes out at 147.22 g/mol. As for the HOMO energy: -8.6 eV.

=====

(two)
The following is a DFT calculation (the ωB97M-V functional and the def2-TZVPD basis) of a 3-piece molecular cluster, C7H17NO2 overall.

```
! wB97M-V def2-TZVPD RIJCOSX def2/J DEFGRID3
* xyz 0 1
C -1.98002 -1.64776 -0.20680
C -0.53737 -1.24887 -0.43328
C -0.39366 0.24845 -0.08508
C 1.00871 0.76745 -0.26313
C 1.55495 1.64136 0.58061
C 1.58909 0.53204 -2.67335
C 1.82378 0.26448 -1.39863
N 0.29456 -2.08184 0.41217
H -2.33325 -1.41284 0.80164
H -2.17238 -2.69398 -0.43908
H -2.65213 -1.02068 -0.79898
H -0.20758 -1.33862 -1.47044
H -1.02341 0.81987 -0.78324
H -0.83611 0.47932 0.87505
H 1.00740 2.04730 1.42497
H 2.49717 2.13419 0.39342
H 0.79979 1.12610 -3.12089
H 2.16419 0.06257 -3.46277
H 2.51076 -0.54832 -1.19491
H 1.29258 -2.11015 0.30402
H -0.11478 -2.88617 0.84756
H -1.60486 2.22998 1.41201
H -1.08975 3.17572 0.31935
O -1.74200 3.09187 1.02011
H 0.65258 -0.54429 2.13114
H -0.62591 -0.84517 2.93409
O 0.11764 -0.24203 2.87444
*
```

The molar mass comes out at 147.22 g/mol. As for the HOMO energy: -9.2 eV.

=====

Relative energies, kcal/mol: (one) 10.8; (two) 0.0.